No. 1
10 unconnected molecules or ions with the total composition H20O10. Source: the OMol25 dataset; level of theory: ωB97M-V/def2-TZVPD.

- frontier orbital gap (eV) = 10.39
- energy above the lowest of the compared OMol25 structures with the same formula, charge and spin (kcal/mol) = 110.01
- SMILES = O.O.O.O.O.O.O.O.O.O
- F_max (eV/Å) = 5.70
- LUMO (eV) = -0.184
- multiplicity = 1

Last column: Löwdin charge in e.
Element x y z (Å)
H -0.664 0.138 -0.026  0.08
H -0.237 1.110 1.196  0.00
H 1.264 -1.969 -1.707  0.00
H 0.383 -1.173 -2.468  0.02
H 0.950 -0.170 -3.679  0.05
H -0.377 -0.920 -4.016  -0.03
H -0.925 3.113 2.722  -0.01
H -1.849 3.156 3.896  0.08
H -2.242 -2.688 3.590  0.04
H -2.976 -2.184 2.348  0.02
H 1.590 -1.081 0.613  0.05
H 2.700 -1.203 1.747  0.02
H -1.237 1.227 -1.869  0.03
H -1.277 2.015 -3.151  -0.03
H 1.298 1.444 3.922  0.00
H 1.531 0.003 4.288  0.03
H 3.113 1.927 0.238  0.01
H 4.402 1.678 -0.598  0.06
H -2.884 -4.109 -2.661  0.07
H -3.000 -2.779 -2.258  -0.02
O -0.629 1.084 0.342  -0.06
O 1.114 -1.091 -1.844  0.00
O 0.189 -0.272 -4.291  -0.03
O -1.064 3.641 3.486  -0.06
O -2.108 -2.385 2.685  -0.05
O 1.768 -1.091 1.616  -0.08
O -1.542 1.243 -2.802  -0.01
O 1.977 0.849 4.182  -0.04
O 3.415 1.548 -0.574  -0.07
O -3.065 -3.218 -3.068  -0.05



No. 2
A molecular structure, H20O10. Source: the OMol25 dataset; level of theory: ωB97M-V/def2-TZVPD.

- frontier orbital gap (eV) = 8.29
- energy above the lowest of the compared OMol25 structures with the same formula, charge and spin (kcal/mol) = 216.01
- F_max (eV/Å) = 6.07
- LUMO (eV) = -0.665
- multiplicity = 1

Last column: Löwdin charge in e.
Element x y z (Å)
O 1.798 -10.554 -4.114  0.00
H 1.290 -9.785 -4.371  0.11
H 1.968 -10.428 -3.180  0.10
O 2.322 -14.843 -2.848  -0.03
H 1.873 -14.918 -2.006  0.03
H 1.764 -14.264 -3.367  -0.06
O -0.726 -12.335 -2.450  -0.01
H -0.556 -11.701 -3.147  0.06
H -1.676 -12.450 -2.456  0.08
O 2.026 -13.385 -6.302  -0.06
H 1.768 -13.216 -5.395  -0.21
H 2.246 -14.316 -6.320  0.07
O 3.652 -11.704 -5.049  -0.09
H 3.220 -12.052 -5.829  0.02
H 2.968 -11.212 -4.595  -0.08
O 1.501 -13.155 -4.267  0.00
H 1.706 -12.309 -3.868  0.06
H 0.620 -13.361 -3.955  0.02
O -0.431 -13.366 -6.202  0.00
H 0.114 -12.588 -6.083  0.07
H -0.661 -13.357 -7.131  0.11
O -0.187 -14.337 -3.156  -0.08
H -0.190 -14.909 -2.388  0.12
H -0.989 -13.822 -3.075  0.06
O 3.808 -12.012 -2.855  -0.07
H 3.439 -12.592 -3.521  0.00
H 4.688 -11.812 -3.173  0.06
O -0.221 -15.297 -5.376  -0.09
H -0.038 -15.084 -4.460  -0.06
H 0.028 -14.510 -5.860  -0.14



No. 3
10 unconnected molecules or ions with the total composition H20O10. Source: the OMol25 dataset; level of theory: ωB97M-V/def2-TZVPD.

- frontier orbital gap (eV) = 10.00
- energy above the lowest of the compared OMol25 structures with the same formula, charge and spin (kcal/mol) = 140.66
- SMILES = O.O.O.O.O.O.O.O.O.O
- F_max (eV/Å) = 11.04
- LUMO (eV) = -0.190
- multiplicity = 1

Last column: Löwdin charge in e.
Element x y z (Å)
O -0.775 0.917 -2.743  -0.08
H -0.718 1.871 -2.829  0.06
H -1.620 0.551 -3.226  0.14
O -1.932 -2.099 0.347  -0.01
H -2.701 -2.098 -0.069  -0.03
H -1.936 -2.864 1.012  0.12
O 1.905 0.750 -3.343  -0.03
H 1.066 0.814 -3.210  -0.15
H 2.327 -0.153 -2.993  0.12
O 0.211 -2.480 -2.931  -0.05
H 0.984 -2.329 -3.450  0.01
H 0.590 -2.416 -2.042  0.03
O 0.595 2.545 0.243  -0.05
H 1.039 3.047 0.857  -0.03
H 0.343 1.658 0.616  0.01
O 0.004 -0.160 -0.072  -0.11
H -0.691 -0.585 0.538  0.04
H -0.212 0.073 -1.023  0.05
O 1.851 0.721 2.404  -0.03
H 1.638 1.570 2.793  0.05
H 1.007 0.337 2.590  -0.03
O -3.282 0.214 1.576  -0.14
H -4.073 -0.444 1.673  0.09
H -2.363 -0.234 1.501  0.02
O -0.611 0.146 3.391  -0.08
H -0.582 1.121 3.424  0.07
H -0.139 -0.299 4.190  0.13
O 3.000 0.113 0.019  0.05
H 2.843 0.017 0.853  -0.10
H 2.233 -0.305 -0.094  -0.07



No. 4
10 unconnected molecules or ions with the total composition H20O10. Source: the OMol25 dataset; level of theory: ωB97M-V/def2-TZVPD.

- frontier orbital gap (eV) = 10.11
- energy above the lowest of the compared OMol25 structures with the same formula, charge and spin (kcal/mol) = 90.36
- SMILES = O.O.O.O.O.O.O.O.O.O
- F_max (eV/Å) = 1.18
- LUMO (eV) = -0.777
- multiplicity = 1

Last column: Löwdin charge in e.
Element x y z (Å)
H 1.454 -0.241 -0.193  0.01
H -0.005 0.176 -0.288  0.02
H -1.757 -0.773 -0.369  0.03
H -2.271 -0.378 -1.744  0.07
H -4.098 -1.346 -0.220  -0.01
H -4.527 -2.625 0.480  0.03
H -0.001 -2.900 -0.802  0.04
H -0.177 -2.654 0.688  0.02
H 4.724 -1.211 -0.711  0.02
H 5.360 -2.590 -0.634  0.04
H 1.534 -1.574 1.729  0.01
H 2.075 -0.460 2.611  0.05
H 2.848 3.947 0.424  0.03
H 1.689 3.963 1.408  0.03
H 1.742 0.952 -3.456  0.04
H 0.422 0.200 -3.427  0.02
H -1.634 1.131 4.793  0.04
H -1.701 1.575 3.341  0.03
H -2.438 2.887 -1.719  0.04
H -3.009 1.818 -0.802  0.01
O 0.805 0.118 -0.808  -0.04
O -2.553 -0.779 -0.914  -0.03
O -4.601 -2.157 -0.359  -0.08
O 0.261 -3.240 0.061  -0.04
O 5.580 -1.653 -0.692  -0.06
O 2.314 -1.026 1.868  -0.04
O 2.058 4.447 0.661  -0.06
O 0.790 1.090 -3.406  -0.07
O -1.612 0.789 3.892  -0.07
O -3.273 2.515 -1.413  -0.05



No. 5
10 unconnected molecules or ions with the total composition H20O10. Source: the OMol25 dataset; level of theory: ωB97M-V/def2-TZVPD.

- frontier orbital gap (eV) = 11.19
- energy above the lowest of the compared OMol25 structures with the same formula, charge and spin (kcal/mol) = 87.40
- SMILES = O.O.O.O.O.O.O.O.O.O
- F_max (eV/Å) = 0.33
- LUMO (eV) = 0.013
- multiplicity = 1

Last column: Löwdin charge in e.
Element x y z (Å)
O -0.053 -0.732 0.458  -0.05
H 0.797 -1.126 0.654  0.03
H -0.402 -1.260 -0.261  0.03
O 0.261 -3.838 -3.660  -0.06
H -0.230 -4.311 -4.332  0.03
H 0.955 -3.387 -4.142  0.03
O -0.071 5.251 1.267  -0.05
H -0.015 5.338 2.219  0.03
H 0.600 4.606 1.045  0.03
O -0.431 2.350 -5.216  -0.05
H -1.059 1.804 -5.689  0.03
H -0.087 1.779 -4.529  0.03
O -5.222 0.024 -3.786  -0.05
H -5.821 0.588 -3.296  0.03
H -5.096 -0.739 -3.223  0.02
O -5.172 -3.110 -0.853  -0.05
H -5.944 -3.065 -0.289  0.03
H -4.989 -4.046 -0.935  0.03
O 6.672 1.693 -0.093  -0.05
H 7.110 1.003 0.404  0.02
H 5.739 1.496 -0.008  0.03
O 1.804 -0.019 6.770  -0.05
H 2.135 -0.445 5.979  0.03
H 2.531 0.524 7.074  0.03
O 4.819 -1.709 3.072  -0.05
H 5.387 -0.993 3.356  0.03
H 5.393 -2.475 3.049  0.03
O -3.513 1.764 1.828  -0.05
H -2.588 1.877 2.047  0.03
H -3.512 1.158 1.087  0.03



No. 6
10 unconnected molecules or ions with the total composition H20O10. Source: the OMol25 dataset; level of theory: ωB97M-V/def2-TZVPD.

- frontier orbital gap (eV) = 10.37
- energy above the lowest of the compared OMol25 structures with the same formula, charge and spin (kcal/mol) = 71.85
- SMILES = O.O.O.O.O.O.O.O.O.O
- F_max (eV/Å) = 4.03
- LUMO (eV) = -0.408
- multiplicity = 1

Last column: Löwdin charge in e.
Element x y z (Å)
O -10.955 -14.274 -3.235  -0.10
H -10.328 -14.522 -3.985  0.05
H -11.789 -14.571 -3.633  0.00
O -9.884 -15.645 -6.409  -0.07
H -10.678 -16.042 -6.772  0.01
H -9.813 -16.117 -5.552  -0.04
O -12.574 -15.692 -5.026  0.00
H -13.207 -16.121 -4.548  0.00
H -12.593 -16.074 -5.902  0.06
O -10.372 -20.187 -2.493  -0.03
H -9.890 -19.726 -1.813  0.05
H -9.921 -21.023 -2.578  0.06
O -12.891 -18.948 -0.569  -0.04
H -12.908 -19.110 0.376  0.07
H -12.976 -18.009 -0.737  0.06
O -9.490 -16.964 -4.182  -0.03
H -9.281 -17.864 -4.395  0.06
H -9.191 -16.799 -3.275  0.09
O -14.696 -19.193 -3.641  -0.02
H -13.800 -18.993 -3.540  -0.07
H -14.715 -20.097 -3.883  0.02
O -13.080 -21.392 -1.586  -0.06
H -13.576 -21.599 -0.845  -0.02
H -12.927 -20.412 -1.543  -0.01
O -11.732 -19.019 -6.248  -0.01
H -10.863 -19.313 -6.063  0.01
H -12.098 -18.906 -5.395  -0.03
O -12.118 -18.153 -3.361  -0.08
H -11.577 -18.736 -2.759  0.03
H -11.613 -17.357 -3.534  0.02



Number 1: HOMO level -10.58 eV. Number 2: HOMO level -8.96 eV. Number 3: HOMO level -10.19 eV. Number 4: HOMO level -10.89 eV. Number 5: HOMO level -11.18 eV. Number 6: HOMO level -10.78 eV.